{"formula": "C61H97N5O9", "method": "ωB97M-V/def2-TZVPD", "species": ["C", "C", "C", "O", "C", "H", "H", "H", "H", "H", "H", "H", "H", "C", "C", "C", "O", "C", "H", "H", "H", "H", "H", "H", "H", "H", "C", "C", "C", "O", "C", "H", "H", "H", "H", "H", "H", "H", "H", "C", "C", "C", "O", "C", "H", "H", "H", "H", "H", "H", "H", "H", "C", "C", "C", "O", "C", "H", "H", "H", "H", "H", "H", "H", "H", "C", "C", "C", "O", "C", "H", "H", "H", "H", "H", "H", "H", "H", "C", "C", "C", "O", "C", "H", "H", "H", "H", "H", "H", "H", "H", "C", "C", "C", "O", "C", "H", "H", "H", "H", "H", "H", "H", "H", "C", "C", "C", "O", "C", "H", "H", "H", "H", "H", "H", "H", "H", "N", "C", "C", "C", "C", "C", "H", "H", "H", "H", "H", "N", "C", "C", "C", "C", "C", "H", "H", "H", "H", "H", "N", "C", "C", "C", "C", "C", "H", "H", "H", "H", "H", "N", "C", "C", "C", "C", "C", "H", "H", "H", "H", "H", "N", "C", "C", "C", "C", "C", "H", "H", "H", "H", "H"], "coordinates": [[4.005807, 2.453219, -3.306745], [4.003799, 2.822946, -1.832825], [5.478114, 2.776468, -1.434668], [6.180457, 2.050972, -2.461362], [5.285700, 1.595472, -3.435295], [4.033923, 3.303581, -3.991850], [3.124910, 1.873775, -3.597454], [3.407328, 2.096459, -1.279757], [3.608376, 3.819953, -1.637382], [5.620624, 2.316843, -0.456913], [5.907811, 3.781066, -1.415377], [4.975098, 0.560216, -3.255012], [5.638526, 1.733775, -4.457180], [2.614945, 2.619326, 3.640402], [1.598053, 2.597977, 2.492223], [2.320772, 3.291504, 1.349141], [3.248059, 4.181385, 1.974371], [3.763295, 3.504123, 3.113832], [3.013394, 1.627183, 3.838057], [2.203061, 3.067987, 4.541360], [0.708827, 3.161232, 2.794583], [1.227861, 1.599456, 2.253189], [1.689961, 3.894494, 0.698434], [2.884774, 2.549498, 0.768102], [4.064714, 4.261531, 3.836247], [4.642209, 2.920691, 2.818275], [0.930984, -3.049586, -4.501877], [2.310065, -2.638176, -5.006816], [2.527868, -1.355287, -4.229120], [2.025418, -1.644727, -2.940560], [0.840600, -2.408849, -3.075894], [0.819231, -4.129591, -4.434319], [0.170369, -2.620041, -5.153449], [2.338894, -2.480740, -6.085687], [3.098303, -3.358012, -4.778974], [1.973827, -0.524046, -4.695932], [3.554807, -1.002279, -4.132815], [-0.068334, -1.805293, -3.021979], [0.768337, -3.194969, -2.322733], [-1.232198, 0.867476, 5.387394], [-0.428635, 1.959225, 6.053626], [-1.138495, 3.262474, 5.610660], [-2.143696, 2.880128, 4.666046], [-1.789481, 1.596590, 4.170217], [-2.062692, 0.515674, 5.995280], [-0.637229, 0.012860, 5.070207], [0.590796, 2.055842, 5.674579], [-0.341720, 1.826510, 7.132438], [-0.424401, 3.900330, 5.072695], [-1.542913, 3.866325, 6.421913], [-1.066990, 1.637454, 3.344597], [-2.695951, 1.123982, 3.787461], [1.078349, 4.756818, -2.865632], [1.186454, 5.761772, -1.720270], [-0.091744, 5.463703, -0.944417], [-0.336173, 4.065657, -1.092276], [0.392691, 3.550124, -2.228718], [2.047033, 4.489864, -3.288066], [0.472802, 5.138772, -3.691389], [1.247500, 6.793180, -2.063782], [2.092192, 5.552084, -1.146457], [-0.930667, 5.986474, -1.420432], [-0.036650, 5.766778, 0.100409], [-0.317428, 3.074602, -2.896730], [1.150800, 2.897481, -1.787111], [-1.380315, 0.517128, -4.653201], [-2.259104, 1.457472, -3.816044], [-3.658700, 0.803987, -3.888392], [-3.584927, -0.235968, -4.864360], [-2.374832, -0.119652, -5.596773], [-0.880632, -0.207430, -4.006303], [-0.589014, 1.044638, -5.190479], [-2.246512, 2.415690, -4.342631], [-1.907018, 1.626961, -2.802178], [-4.365367, 1.535932, -4.286161], [-3.942986, 0.395387, -2.920974], [-2.565819, 0.510017, -6.477674], [-2.091439, -1.103754, -5.971788], [-0.388752, 0.179819, -0.960292], [-1.428185, -0.839061, -0.540066], [-1.166293, -1.039390, 0.957405], [0.150362, -0.552435, 1.211774], [0.764934, -0.162845, -0.006455], [-0.701678, 1.201653, -0.721308], [-0.028487, 0.165278, -1.987997], [-1.290616, -1.778196, -1.082440], [-2.466148, -0.539875, -0.696325], [-1.264054, -2.096399, 1.217638], [-1.906652, -0.477479, 1.534138], [1.379042, -0.977176, -0.408009], [1.408786, 0.704695, 0.153975], [-1.684555, -5.427902, -2.800336], [-2.621904, -4.344462, -2.290986], [-2.788367, -3.466474, -3.526793], [-2.765156, -4.369349, -4.624562], [-2.138819, -5.595220, -4.258378], [-1.781622, -6.339400, -2.209410], [-0.638789, -5.113482, -2.764726], [-2.292185, -3.818921, -1.395264], [-3.585688, -4.805058, -2.057260], [-1.933467, -2.784542, -3.640124], [-3.695679, -2.868502, -3.454131], [-1.248234, -5.759772, -4.870010], [-2.855596, -6.407361, -4.381394], [-7.461027, -0.539962, -2.800016], [-6.664506, 0.234685, -1.759455], [-5.873713, -0.894700, -1.071823], [-5.776645, -1.961846, -2.006891], [-6.460432, -1.610395, -3.202053], [-7.814094, 0.035027, -3.656061], [-8.339803, -0.984189, -2.322883], [-7.288180, 0.812303, -1.081430], [-5.945126, 0.918449, -2.206959], [-6.404472, -1.244638, -0.181091], [-4.885701, -0.528855, -0.782734], [-6.906300, -2.500583, -3.648870], [-5.765701, -1.209458, -3.953152], [0.320825, -4.640655, 2.000223], [1.240881, -4.662011, 2.965125], [2.545458, -4.225407, 2.795438], [2.905368, -3.740697, 1.548962], [1.950086, -3.682886, 0.545338], [0.679451, -4.165475, 0.809889], [0.903187, -5.102663, 3.897212], [3.234210, -4.328628, 3.623283], [3.915679, -3.415096, 1.324876], [2.256979, -3.320154, -0.429117], [-0.114150, -4.099152, 0.069782], [4.684321, -0.148369, 0.313113], [5.732650, -0.522333, 1.052741], [6.566981, -1.570975, 0.697810], [6.343903, -2.239460, -0.493704], [5.240491, -1.888077, -1.261014], [4.458993, -0.841021, -0.798518], [5.918817, 0.034902, 1.962333], [7.449119, -1.815707, 1.274851], [6.996926, -3.044939, -0.807255], [4.946000, -2.429048, -2.149638], [3.572576, -0.556685, -1.361561], [4.304834, -0.934012, 4.058414], [4.370822, -0.878341, 5.387580], [3.248862, -0.817697, 6.190787], [2.003781, -0.830914, 5.587059], [1.931716, -0.885535, 4.209572], [3.113704, -0.954501, 3.478019], [5.359778, -0.926581, 5.830149], [3.368152, -0.770724, 7.265578], [1.117590, -0.702876, 6.196687], [0.986005, -0.933857, 3.681664], [3.104786, -1.103125, 2.403552], [-4.814370, 2.193845, 0.101234], [-5.404160, 2.924878, 1.030993], [-4.715021, 3.758145, 1.894721], [-3.339985, 3.845899, 1.768847], [-2.706006, 3.073625, 0.811679], [-3.482778, 2.251060, 0.018762], [-6.488543, 2.873582, 1.062598], [-5.266692, 4.316245, 2.639276], [-2.755533, 4.473569, 2.429495], [-1.633874, 3.087201, 0.673613], [-3.046939, 1.565177, -0.701402], [-1.856733, -2.922040, 6.545881], [-3.027525, -2.296478, 6.476791], [-3.495556, -1.690941, 5.323983], [-2.765014, -1.792085, 4.152039], [-1.594249, -2.523372, 4.196915], [-1.164946, -3.033169, 5.415702], [-3.581968, -2.188043, 7.402971], [-4.417664, -1.124075, 5.369556], [-3.112372, -1.296621, 3.255710], [-0.930490, -2.662838, 3.352965], [-0.240580, -3.596977, 5.481638]], "forces_ev_per_a": [[0.0, -0.3, -0.3], [0.0, 0.2, 0.0], [0.1, 0.2, -0.3], [0.2, 0.0, 0.2], [-1.6, 0.4, -0.2], [0.2, 0.2, 0.2], [0.0, 0.0, 0.1], [0.1, 0.0, 0.1], [-0.2, -0.1, 0.0], [0.1, -0.2, -0.1], [0.0, 0.0, 0.1], [0.5, -0.2, -0.1], [0.6, -0.3, 0.2], [0.7, 0.0, -0.3], [-0.7, 0.2, 0.3], [0.5, 0.0, 0.2], [-0.2, 0.1, -0.1], [-0.3, 0.2, -0.1], [-0.2, 0.0, 0.3], [-0.1, -0.2, 0.1], [0.1, 0.1, -0.1], [0.2, -0.1, -0.1], [-0.1, -0.1, -0.1], [-0.1, 0.0, -0.1], [0.1, 0.0, 0.0], [0.0, -0.1, 0.1], [0.0, 0.0, 0.5], [0.3, 0.2, -0.3], [0.0, 0.4, -0.3], [-0.1, 0.3, 0.8], [-0.2, -0.6, -1.3], [-0.2, 0.0, -0.2], [-0.1, -0.2, 0.0], [-0.1, 0.0, 0.0], [-0.1, -0.1, 0.2], [-0.1, -0.1, 0.1], [0.1, -0.3, 0.1], [0.2, 0.2, 0.2], [0.3, 0.2, 0.3], [0.1, -0.1, -0.8], [0.4, 0.7, 0.3], [0.4, 0.0, -0.4], [-0.1, 0.2, 0.2], [-0.5, -0.4, 0.2], [0.1, 0.0, 0.2], [0.0, -0.1, 0.2], [0.0, -0.6, -0.1], [-0.2, 0.2, 0.0], [0.1, 0.0, 0.2], [-0.4, -0.2, -0.1], [0.1, 0.2, 0.1], [0.0, 0.1, 0.0], [0.0, -0.1, -0.5], [0.0, -0.3, -0.2], [-0.1, 0.3, -0.6], [0.1, -0.1, 0.2], [0.3, 0.9, 0.9], [0.0, 0.0, 0.0], [0.0, 0.1, 0.1], [-0.1, 0.0, 0.0], [-0.1, 0.0, 0.2], [0.0, 0.2, 0.2], [-0.1, -0.3, 0.1], [0.2, -0.4, 0.0], [-0.1, -0.5, -0.5], [0.5, 0.0, 0.4], [0.0, 0.1, -0.7], [0.7, 0.5, -0.7], [0.1, -0.5, 0.4], [-0.4, 0.0, -0.3], [-0.2, -0.2, -0.1], [0.0, 0.1, 0.0], [-0.3, 0.1, 0.3], [0.0, -0.1, 0.0], [-0.3, 0.0, 0.6], [-0.3, -0.1, -0.1], [0.2, 0.1, 0.1], [0.0, -0.1, 0.2], [0.7, 0.4, 0.7], [-0.4, -0.4, -0.3], [-0.2, 0.0, -0.5], [-0.1, 0.0, 0.5], [-0.1, 0.1, -0.5], [-0.1, 0.0, -0.1], [-0.3, -0.2, -0.1], [0.1, 0.0, 0.0], [0.1, 0.1, -0.2], [0.2, 0.0, 0.1], [0.3, 0.1, 0.2], [0.0, 0.0, 0.0], [0.1, -0.1, 0.2], [-0.1, -0.2, 0.2], [-0.2, -0.1, -0.2], [0.5, 0.0, 0.6], [-0.4, 0.1, -0.3], [0.4, 0.3, 0.6], [0.1, -0.1, -0.1], [0.0, 0.1, 0.0], [0.1, 0.1, -0.1], [0.0, 0.1, 0.0], [-0.1, 0.1, 0.1], [-0.1, -0.1, -0.5], [-0.3, -0.1, -0.3], [0.0, -0.1, -0.1], [-0.2, -0.1, 0.0], [0.2, -0.2, 0.0], [-0.4, 0.6, 0.1], [0.2, -0.2, 0.0], [-0.1, 0.1, -0.5], [0.1, 0.1, 0.0], [0.0, -0.1, 0.0], [0.1, -0.1, 0.1], [-0.2, 0.1, -0.1], [0.1, -0.1, 0.0], [0.0, -0.2, 0.1], [0.0, -0.1, 0.2], [0.1, 0.0, 0.2], [-0.1, 0.0, 0.0], [-0.2, -0.2, -0.2], [-0.1, -0.3, 0.1], [0.1, 0.0, -0.1], [0.4, -0.2, -0.1], [-0.2, 0.5, 0.2], [0.1, 0.1, 0.1], [0.1, 0.2, -0.1], [0.0, 0.0, 0.2], [-0.3, 0.1, 0.0], [0.1, -0.2, -0.1], [0.2, -0.1, 0.3], [0.0, 0.0, -0.1], [0.5, 0.1, -0.3], [-0.3, -0.3, -0.2], [0.1, 0.0, 0.5], [-0.6, 0.1, -0.4], [-0.1, 0.0, 0.0], [-0.2, 0.0, 0.2], [0.0, 0.0, 0.0], [0.1, 0.1, -0.1], [0.1, 0.0, 0.0], [0.6, -0.2, -0.2], [-0.1, -0.1, -0.1], [0.2, -0.1, 0.2], [-0.1, 0.6, 0.2], [-0.2, -0.3, -0.4], [-0.2, -0.2, 0.4], [0.0, 0.1, -0.1], [-0.1, 0.0, 0.0], [-0.1, -0.3, -0.1], [0.0, 0.1, 0.0], [-0.1, 0.3, 0.0], [0.2, -0.4, -0.2], [-0.2, 0.3, -0.1], [-0.1, 0.1, 0.1], [0.1, 0.1, 0.2], [0.2, -0.2, -0.1], [-0.4, -0.2, 0.0], [0.0, -0.1, 0.1], [0.1, 0.1, 0.0], [-0.1, 0.0, 0.0], [0.0, 0.1, 0.0], [0.2, 0.2, -0.1], [0.0, -0.2, 0.1], [0.2, 0.4, 0.1], [-0.4, 0.1, 0.0], [-0.1, -0.1, 0.2], [0.7, 0.1, 0.0], [-0.3, -0.2, 0.0], [0.0, -0.1, 0.0], [0.0, -0.1, -0.1], [0.0, -0.1, -0.1], [-0.2, 0.0, -0.2], [0.1, 0.1, 0.0]], "homo_energy_ev": -9.24, "e_above_lowest_ev": 0.000, "orbital_gap_ha": 0.35869, "lumo_ev": 0.52, "total_energy_ha": -3333.3272}